14
Properties=species:S:1:pos:R:3:forces:R:3 method="wB97M-V/def2-TZVPD" charge=0 e_tot_ha=-307.5408 lumo_energy_ev=-0.007 e_above_lowest_kj_mol=450.7 gap_ev=9.82 homo_energy_ev=-9.826
C 1.454 0.208 0.524 1.465 -1.613 1.539
C 0.266 -0.498 0.009 0.285 0.973 -0.404
O -0.289 -1.147 1.084 2.268 -0.963 1.482
C -0.561 0.714 -0.534 -0.395 -0.416 0.050
C -1.887 0.175 -0.983 -0.228 0.245 -0.261
O -2.418 0.486 -2.019 -0.010 -0.220 0.286
H 1.849 -0.946 1.508 0.582 2.349 -2.094
H 2.140 0.621 -0.237 0.233 -0.527 0.704
H 1.225 0.910 1.326 -0.034 0.003 -0.230
H 0.499 -1.145 -0.861 -0.009 0.052 0.385
H 0.843 -1.372 1.646 -3.879 0.441 -1.496
H -0.068 1.222 -1.378 -0.120 -0.235 0.352
H -0.736 1.431 0.281 0.005 -0.160 -0.109
H -2.321 -0.555 -0.269 -0.163 0.070 -0.205